(1)
This record from the OMol25 dataset describes 2 unconnected molecules or ions with the total composition C2H9NO in a non-equilibrium geometry. The level of theory is ωB97M-V/def2-TZVPD.

Structure (XYZ):
```
13
C2H9NO | the OMol25 dataset | ωB97M-V/def2-TZVPD
N -1.95 -0.74 0.02
C -0.62 -1.12 -0.33
O 0.33 -0.18 -0.83
H -2.17 0.13 0.42
H -2.55 -0.73 -0.78
H -0.02 -1.45 0.56
H -0.82 -1.83 -1.16
H 1.07 -0.75 -1.17
C 1.92 1.81 1.03
H 2.17 0.80 1.57
H 1.08 2.22 1.62
H 1.66 1.61 0.05
H 2.78 2.41 1.19
```

## Properties
HOMO level = -9.9 eV
total energy = -5756.4416 eV
relative energy (zero: lowest compared OMol25 entry of this formula, charge and spin) = 1.082 eV
SMILES = NCO.C
spin multiplicity = 1

Atom charges from the natural (NBO) analysis, given in e for atoms 1 to 8:
1. N -0.831
2. C 0.085
3. O -0.750
4. H 0.367
5. H 0.354
6. H 0.153
7. H 0.156
8. H 0.466

(2)
This record from the OMol25 dataset describes C3H6N4O in the gas phase in a non-equilibrium geometry. The level of theory is ωB97M-V/def2-TZVPD.

Structure (XYZ):
```
14
C3H6N4O | the OMol25 dataset | ωB97M-V/def2-TZVPD
H -2.65 1.01 0.29
N -1.96 0.81 1.04
C -0.92 0.31 0.43
N 0.13 -0.40 1.10
C 1.11 -0.79 0.27
N 2.28 -1.36 0.77
C 0.79 -0.30 -0.99
N -0.51 0.27 -0.91
O -0.93 1.45 -1.62
H 0.07 -0.50 2.12
H 2.32 -1.14 1.73
H 2.51 -2.29 0.49
H 1.35 -0.34 -1.89
H -1.67 1.05 -2.15
```

## Properties
HOMO level = -7.2 eV
total energy = -11213.5928 eV
relative energy (zero: lowest compared OMol25 entry of this formula, charge and spin) = 3.184 eV
SMILES = [H]/N=c1/[nH]c(N)cn1O
spin multiplicity = 1

Atom charges from the natural (NBO) analysis, given in e for atoms 1 to 8:
1. H 0.343
2. N -0.764
3. C 0.546
4. N -0.603
5. C 0.309
6. N -0.820
7. C -0.207
8. N -0.170

(3)
This record from the OMol25 dataset describes C6H5BFNO3 in the gas phase. The level of theory is ωB97M-V/def2-TZVPD.

Structure (XYZ):
```
17
C6H5BFNO3 | the OMol25 dataset | ωB97M-V/def2-TZVPD
N 0.25 0.60 -2.60
B -0.59 -0.19 -1.76
O -1.58 -1.01 -2.26
C -0.26 -0.16 -0.20
C -0.69 0.76 0.65
F -1.48 1.77 0.27
C -0.32 0.72 2.10
O -1.09 1.02 2.99
C 1.05 0.17 2.35
C 1.51 -0.76 1.52
C 0.62 -1.22 0.40
O 0.59 -2.37 0.03
H 0.16 0.36 -3.58
H 0.20 1.61 -2.49
H -2.47 -0.66 -2.23
H 1.61 0.57 3.18
H 2.49 -1.22 1.62
```

## Properties
HOMO level = -10.1 eV
total energy = -17330.0665 eV
relative energy (zero: lowest compared OMol25 entry of this formula, charge and spin) = 1.554 eV
SMILES = NB(O)C1=C(F)C(=O)C=CC1=O
spin multiplicity = 1

Atom charges from the natural (NBO) analysis, given in e for atoms 1 to 8:
1. N -1.092
2. B 1.085
3. O -0.921
4. C -0.468
5. C 0.360
6. F -0.311
7. C 0.463
8. O -0.468

(4)
This record from the OMol25 dataset describes C8H7N in the gas phase in a non-equilibrium geometry. The level of theory is ωB97M-V/def2-TZVPD.

Structure (XYZ):
```
16
C8H7N | the OMol25 dataset | ωB97M-V/def2-TZVPD
C -0.43 -1.09 2.92
C -0.39 -0.72 1.59
N -0.10 -1.65 0.44
C 0.26 -1.24 -0.71
C 0.32 0.11 -1.18
C 0.78 0.55 -2.45
C -0.18 0.94 -0.24
C -0.50 0.56 1.10
C -0.79 1.79 0.63
H -0.38 -2.13 3.21
H -0.54 -0.24 3.70
H 0.47 -2.03 -1.50
H 1.40 -0.02 -3.09
H 1.23 1.52 -2.27
H -0.05 0.86 -3.01
H -1.09 2.78 0.85
```

## Properties
HOMO level (alpha / beta) = -7.3 / -7.3 eV
total energy = -9894.2235 eV
relative energy (zero: lowest compared OMol25 entry of this formula, charge and spin) = 4.583 eV
SMILES = C=c1ncc(C)c2c1=C2
spin multiplicity = 1

Atom charges from the natural (NBO) analysis, given in e for atoms 1 to 8:
1. C -0.351
2. C 0.046
3. N -0.478
4. C 0.142
5. C -0.239
6. C -0.621
7. C 0.056
8. C 0.075

(5)
This record from the OMol25 dataset describes C4H5NO in the gas phase in a non-equilibrium geometry. The level of theory is ωB97M-V/def2-TZVPD.

Structure (XYZ):
```
11
C4H5NO | the OMol25 dataset | ωB97M-V/def2-TZVPD
C -1.48 1.84 0.41
C -0.32 1.62 0.13
C 0.35 0.34 0.11
C 0.63 -0.32 -1.20
N 0.30 -0.24 1.25
O 0.57 -1.60 1.13
H -2.48 1.73 0.72
H -0.20 -1.00 -1.43
H 0.69 0.42 -2.00
H 1.54 -0.90 -1.14
H 0.40 -1.89 2.04
```

## Properties
HOMO level = -9.0 eV
total energy = -7761.8337 eV
relative energy (zero: lowest compared OMol25 entry of this formula, charge and spin) = 4.693 eV
SMILES = C#C/C(C)=N/O
spin multiplicity = 1

Atom charges from the natural (NBO) analysis, given in e for atoms 1 to 8:
1. C -0.114
2. C -0.085
3. C 0.159
4. C -0.671
5. N -0.139
6. O -0.574
7. H 0.235
8. H 0.240

(6)
This record from the OMol25 dataset describes a molecular structure, C28H30FeIN5O4PS2Se in a non-equilibrium geometry. The level of theory is ωB97M-V/def2-TZVPD.

Structure (XYZ):
```
73
C28H30FeIN5O4PS2Se | the OMol25 dataset | ωB97M-V/def2-TZVPD
Fe -0.04 -0.05 0.31
C -2.11 -3.31 -2.24
C -2.85 -2.01 -2.23
N -3.73 -1.83 -3.18
C -4.34 -0.65 -3.30
C -4.11 0.41 -2.47
C -4.66 1.77 -2.84
O -3.65 2.71 -3.08
C -3.22 0.25 -1.38
C -3.00 1.31 -0.47
N -2.07 1.34 0.44
C -2.03 2.37 1.35
C -2.56 3.66 1.13
C -2.48 4.64 2.08
C -1.86 4.40 3.30
C -1.31 3.14 3.54
C -1.39 2.16 2.58
I -0.60 0.21 2.99
C -2.56 -1.02 -1.23
O -1.76 -1.26 -0.27
H -2.15 -3.74 -3.24
H -2.57 -4.01 -1.54
H -1.08 -3.15 -1.95
H -5.02 -0.56 -4.14
H -5.30 2.18 -2.04
H -5.29 1.65 -3.74
H -2.87 2.24 -3.44
H -3.72 2.12 -0.53
H -3.00 3.89 0.17
H -2.90 5.62 1.88
H -1.79 5.17 4.04
H -0.83 2.93 4.48
O 4.70 0.61 0.38
C 5.07 -0.69 0.45
C 6.41 -1.04 0.28
C 6.81 -2.36 0.38
C 5.88 -3.34 0.68
C 4.55 -3.00 0.83
C 4.12 -1.69 0.70
C 2.66 -1.41 0.77
O 2.18 -0.24 0.72
N 1.92 -2.50 0.84
N 0.59 -2.28 0.87
C -0.13 -3.33 0.90
S -1.86 -3.31 1.03
C -1.88 -5.01 1.76
C -0.91 -5.84 0.97
S 0.67 -4.92 0.90
H 5.47 1.16 0.19
H 7.13 -0.27 0.04
H 7.85 -2.61 0.22
H 6.19 -4.37 0.76
H 3.81 -3.76 1.03
H -2.90 -5.38 1.69
H -1.58 -4.93 2.81
H -1.26 -6.00 -0.06
H -0.70 -6.80 1.44
Se 0.66 -0.44 -2.21
C -0.59 0.50 -3.05
N -1.38 1.13 -3.63
C 0.55 4.06 0.14
P 1.19 2.32 0.31
C 2.35 2.61 1.71
C 2.39 2.35 -1.08
H 1.38 4.74 -0.06
H 0.06 4.36 1.06
H -0.16 4.11 -0.68
H 2.94 3.50 1.53
H 2.99 1.73 1.78
H 1.80 2.72 2.64
H 3.04 3.23 -1.01
H 1.84 2.36 -2.02
H 2.98 1.44 -1.03
```

## Properties
HOMO level (alpha / beta) = -4.6 / -4.6 eV
total charge = -1
total energy = -183960.3289 eV
relative energy (zero: lowest compared OMol25 entry of this formula, charge and spin) = 0.700 eV
spin multiplicity = 5

Atom charges from the Löwdin analysis, given in e for atoms 1 to 8:
1. Fe 0.283
2. C -0.051
3. C -0.266
4. N 0.114
5. C -0.128
6. C -0.180
7. C -0.245
8. O -0.095

(7)
This record from the OMol25 dataset describes 2 unconnected molecules or ions with the total composition C5H3F3NO4 in a non-equilibrium geometry. The level of theory is ωB97M-V/def2-TZVPD.

Structure (XYZ):
```
16
C5H3F3NO4 | the OMol25 dataset | ωB97M-V/def2-TZVPD
C 0.39 0.19 -0.76
C 0.73 0.54 0.50
C -2.02 0.03 -2.17
C -1.02 -0.16 -0.75
C -0.63 -2.76 1.85
N -1.39 0.03 0.48
O -1.87 1.24 -2.36
O -2.61 -0.92 -2.59
O -0.32 0.57 1.29
O -0.25 -2.40 0.81
F 0.30 -2.59 2.94
F -1.87 -2.10 2.42
F -0.91 -4.09 2.00
H 1.28 -0.07 -1.37
H 1.62 0.92 0.89
H -2.28 -0.23 0.94
```

## Properties
HOMO level = -6.4 eV
total charge = -1
total energy = -23065.7471 eV
relative energy (zero: lowest compared OMol25 entry of this formula, charge and spin) = 0.088 eV
spin multiplicity = 1

Atom charges from the natural (NBO) analysis, given in e for atoms 1 to 8:
1. C -0.354
2. C 0.190
3. C 0.840
4. C 0.193
5. C 1.138
6. N -0.205
7. O -0.678
8. O -0.640